106
Properties=species:S:1:pos:R:3:forces:R:3:lowdin_spin:R:1 method="wB97M-V/def2-TZVPD" charge=-1 homo_energy_ev="-4.56 / -5.93" multiplicity=5 orbital_gap_ev="5.693 / 7.277" de_lowest_kcal_mol=18.6 largest_force_ev_per_a=2.67
Cr 0.649310 -0.405675 -0.052852 -0.1 0.3 0.0 2.899
C -2.105720 -2.798750 3.880074 0.0 -0.4 1.2 0.002
C -1.048415 -2.787083 2.863186 0.5 -0.2 -1.1 0.008
C -0.067812 -3.731410 2.572511 -0.8 1.4 0.4 0.001
C 0.714777 -3.163936 1.566533 -0.2 -0.7 -0.2 0.005
N 0.219098 -1.972760 1.240144 -0.4 0.6 -0.2 -0.010
N -0.887066 -1.753211 2.015202 0.4 -0.2 0.3 0.006
B -1.736457 -0.488667 1.825422 1.2 0.2 -0.2 0.003
N -2.239313 -0.444890 0.393076 0.2 0.5 0.2 0.003
N -1.430196 -0.598974 -0.694655 0.1 0.0 -0.4 -0.012
C -2.243504 -0.621906 -1.769095 -0.3 0.2 0.5 0.005
C -3.589409 -0.432858 -1.328180 0.7 -0.2 -1.1 0.001
C -3.514661 -0.293164 0.019634 -0.4 -0.6 0.6 0.005
C -4.626673 -0.081582 0.987603 0.1 0.3 0.7 0.001
C -1.930662 -0.814359 -3.238208 0.9 -1.3 -0.4 0.000
C -2.728909 -2.029751 -3.743617 0.7 -0.5 -0.3 0.000
C -0.455499 -1.117534 -3.639998 -0.4 0.3 0.3 0.000
C -2.396752 0.384127 -4.001862 -1.3 1.1 -0.9 0.000
N -0.835522 0.790722 2.130473 -1.1 -0.5 0.6 0.004
N 0.186996 1.114484 1.299450 0.3 0.0 0.4 -0.024
C 0.735784 2.255060 1.765721 0.3 0.5 -0.5 0.006
C -0.010269 2.659729 2.881713 -0.4 -0.2 0.2 0.001
C -0.993474 1.718358 3.124969 1.4 -0.3 -2.3 0.007
C -2.031210 1.724657 4.160957 -1.3 -0.7 0.3 0.001
C 1.910285 3.150526 1.236984 -1.0 0.3 0.0 0.001
C 2.942079 3.269607 2.351466 0.1 0.2 0.1 0.004
C 2.572571 2.796236 -0.086015 0.7 0.3 -0.2 0.004
C 1.269735 4.554291 0.989736 0.7 -0.5 -0.1 0.000
C 1.900017 -3.864323 0.974247 0.5 0.2 -0.6 0.001
C 1.503806 -5.307812 0.581131 0.4 0.7 0.2 0.000
C 2.506811 -3.155758 -0.251536 -0.4 -0.6 0.2 0.002
C 2.961585 -3.890881 2.068072 0.2 -0.1 0.5 0.001
H -1.854403 -3.550522 4.645311 -0.4 -0.1 -0.5 0.000
H -2.089087 -1.875634 4.436349 -0.1 0.6 0.1 0.000
H -3.120104 -2.924829 3.510701 0.0 -0.2 -0.2 0.000
H 0.032657 -4.655937 3.079306 0.2 -0.6 0.1 0.000
H -2.624004 -0.514818 2.570809 -0.6 0.1 0.6 0.000
H -4.492021 -0.501747 -1.935756 0.4 0.2 0.3 0.000
H -5.542448 0.038673 0.413529 -0.1 0.1 0.1 0.000
H -4.770566 -0.915651 1.701038 0.2 0.3 -0.5 0.000
H -4.425511 0.832364 1.595626 -0.3 -0.5 -0.4 0.000
H -2.442258 -2.927310 -3.209278 0.1 -0.1 0.1 0.000
H -3.795296 -1.944503 -3.631343 -0.5 0.3 -0.1 0.000
H -2.434550 -2.185567 -4.800955 -0.5 0.1 0.4 0.000
H -0.001025 -1.923031 -3.054050 -0.1 0.3 0.1 0.000
H -0.465946 -1.459879 -4.673712 -0.1 0.0 -0.1 0.000
H 0.139038 -0.203727 -3.646074 0.0 -0.4 0.2 0.000
H -3.477242 0.546723 -3.871245 0.2 -0.1 0.2 0.000
H -1.924432 1.295364 -3.671400 0.4 0.4 0.1 0.000
H -2.307206 0.322910 -5.103307 0.5 -0.3 0.5 0.000
H 0.040383 3.571483 3.431894 0.4 0.4 0.2 0.000
H -1.912263 2.600296 4.812414 -0.1 -0.3 -0.2 0.000
H -3.063546 1.708541 3.729486 0.8 0.2 0.2 0.000
H -1.987492 0.804727 4.764566 0.1 0.3 0.0 0.000
H 3.471903 2.340851 2.526393 -0.3 -0.1 0.3 0.003
H 3.716830 3.982592 2.097519 0.1 0.4 -0.4 0.000
H 2.464094 3.664858 3.245356 0.1 -0.3 0.3 0.000
H 2.893108 1.774289 -0.183019 -0.1 -0.5 0.0 0.003
H 1.937178 3.063670 -0.928179 0.0 -0.1 0.1 0.000
H 3.502519 3.399032 -0.185962 -0.6 -0.2 0.1 0.000
H 0.942677 5.027324 1.896414 -0.1 0.3 0.5 0.000
H 1.983539 5.210501 0.473200 -0.1 -0.2 0.2 0.000
H 0.412486 4.421283 0.356074 -0.4 0.1 -0.4 0.000
H 0.811887 -5.253856 -0.245159 -0.3 -0.3 -0.1 0.000
H 2.406274 -5.846912 0.270276 -0.1 0.0 0.1 0.000
H 1.049639 -5.800745 1.439915 -0.1 -0.2 -0.2 0.000
H 1.757142 -2.683322 -0.875203 -0.3 0.2 -0.3 0.001
H 3.267281 -2.452019 0.025502 0.2 0.4 0.0 0.000
H 2.947618 -3.919941 -0.876490 0.3 -0.2 -0.2 0.000
H 2.692781 -4.658001 2.795664 0.1 0.0 0.2 0.000
H 3.958980 -4.130087 1.682279 -0.2 0.1 0.0 0.000
H 2.997365 -2.924662 2.591633 0.3 -0.2 -0.2 0.000
C -2.259704 3.193719 -0.137159 -0.3 -0.2 -0.6 0.001
C -1.391200 3.202757 -1.369690 0.1 0.2 0.1 0.003
C -1.534206 4.265973 -2.315604 0.6 -0.7 -0.6 -0.001
C -0.715961 4.278492 -3.431835 0.0 -0.3 0.5 0.002
C 0.298393 3.275217 -3.589727 -0.7 -0.3 1.6 0.000
C 1.263348 3.226777 -4.612478 0.2 -0.4 0.4 0.008
Br 1.219006 4.550239 -5.944311 0.2 0.2 -0.4 0.002
C 2.242993 2.268243 -4.589808 -0.7 0.3 0.3 -0.002
C 2.241167 1.261290 -3.599869 0.3 0.5 -0.7 0.007
Br 3.422095 -0.162855 -3.843629 0.4 -0.3 0.2 0.002
C 1.366038 1.250913 -2.544184 -0.4 -0.1 0.0 0.003
O 1.379976 0.321074 -1.638539 0.0 -0.2 0.3 0.022
C 0.376356 2.284325 -2.532852 -0.5 1.0 -0.5 0.003
N -0.468355 2.272599 -1.467855 -0.2 0.4 -0.5 0.003
H -3.163824 3.758561 -0.324699 -0.3 0.2 0.0 0.000
H -1.736205 3.661755 0.677125 0.3 0.2 0.5 0.000
H -2.563541 2.192464 0.158461 0.3 -0.1 -0.1 0.000
H -2.300081 5.020223 -2.151934 0.2 -0.1 -0.1 0.000
H -0.809231 5.060765 -4.186004 0.0 -0.2 0.2 0.000
H 3.021280 2.302919 -5.320664 0.3 -0.2 -0.4 0.000
F -1.389362 -5.253218 -0.127433 0.2 -0.7 0.5 0.000
B -1.931867 -4.442722 -1.119062 0.9 0.1 0.3 0.000
F -0.865509 -3.601187 -1.591928 -0.2 0.1 0.0 0.000
F -2.936334 -3.699082 -0.541562 -0.8 1.0 0.2 0.000
F -2.416996 -5.193532 -2.163589 -0.3 -0.4 -0.7 0.000
N 2.617547 -0.127806 2.907939 -0.8 -0.3 -0.4 0.052
C 3.187796 -0.099861 1.664568 -0.6 0.2 0.5 0.128
O 2.470234 -0.387160 0.646372 0.0 -0.1 -0.4 0.105
C 4.514050 0.306629 1.539569 0.6 0.2 -0.5 0.282
I 6.157196 -1.434281 2.831518 0.0 -0.2 0.1 0.443
H 1.670186 -0.529333 2.948220 0.9 0.2 0.1 0.002
H 3.261393 -0.317282 3.657246 -0.1 -0.1 0.2 0.004
H 4.936239 1.003489 2.251851 -0.1 -0.3 -0.1 0.001
H 4.939780 0.274619 0.539106 -0.1 0.1 0.3 0.000